# C30H39BrN6O6PRuS

A molecular structure, C30H39BrN6O6PRuS in a non-equilibrium geometry (ωB97M-V with the def2-TZVPD basis set, the OMol25 dataset).

The value obtained for the largest force on an atom is 0.0332 Eh/bohr. The multiplicity is 6. The total charge is 0. As for the expectation value of S²: 8.7634. The lowest unoccupied orbital energy (alpha / beta) is 0.0205 / -0.0396 hartree. The value obtained for the total energy is -5355.085101 Eh.

XYZ file:
```
85
Properties=species:S:1:pos:R:3:forces:R:3
Ru -0.1445 1.6994 -0.1158 0.2 0.5 -1.2
O -3.8455 0.6715 -1.1109 0.1 0.2 -0.1
C -3.2725 1.6650 -0.6743 -1.3 -0.5 0.6
O -2.2287 2.2027 -1.1756 1.1 0.2 -0.4
C -3.7914 2.3340 0.5731 0.4 0.0 -0.1
C -4.9628 1.9272 1.1896 -0.1 0.0 0.0
C -5.3917 2.5506 2.3480 0.0 0.0 0.0
C -4.6201 3.5616 2.9086 -0.1 0.0 0.1
C -3.4440 3.9686 2.3092 0.1 -0.1 -0.1
C -3.0257 3.3652 1.1235 -0.6 -0.2 0.1
S -1.6309 3.9263 0.2643 0.5 -0.1 -0.1
H -5.5333 1.1320 0.7335 0.0 -0.1 -0.1
H -6.3218 2.2537 2.8102 0.0 0.0 0.1
H -4.9452 4.0409 3.8212 0.0 0.0 0.1
H -2.8456 4.7497 2.7469 0.1 0.2 0.1
Br 6.4299 0.1485 3.6011 -0.2 0.0 -0.1
C 4.6895 0.1362 2.8187 0.2 0.0 0.1
C 3.6083 -0.2937 3.5707 0.1 0.0 0.0
C 2.3444 -0.2820 3.0015 0.0 0.0 0.0
C 2.1669 0.1681 1.7047 -0.1 -0.1 -0.3
C 3.2563 0.6120 0.9665 -0.1 0.1 -0.2
C 4.5289 0.5851 1.5234 0.0 0.0 0.1
C 3.0991 1.2222 -0.4282 0.5 -0.2 0.5
O 4.0981 1.7489 -0.9273 0.2 -0.1 -0.1
O 1.9588 1.1723 -0.9531 -1.3 -0.1 -0.1
H 3.7542 -0.6290 4.5847 0.0 0.0 0.1
H 1.5005 -0.6133 3.5877 -0.1 0.0 0.0
H 1.1683 0.1879 1.2505 0.4 -0.2 0.3
H 5.3616 0.9314 0.9306 0.1 0.0 0.0
O -0.5220 -0.1291 -1.6273 0.2 1.1 0.5
P -0.7464 -1.5764 -1.4222 -0.3 -1.7 0.2
N -1.9083 -2.3069 -2.3842 0.8 0.5 0.7
C -1.8437 -1.9868 -3.8030 0.1 -0.1 -0.4
C -2.9766 -2.8287 -4.3868 0.1 0.0 0.0
C -4.0235 -2.8771 -3.2589 0.0 -0.1 0.0
C -3.3247 -2.2617 -2.0359 -0.5 0.1 0.3
N 0.5811 -2.4834 -1.8101 -0.5 0.5 0.3
C 1.9099 -2.0537 -1.3827 0.4 0.4 0.0
C 2.8138 -3.2005 -1.8203 -0.1 0.0 0.2
C 1.9167 -4.4146 -1.5883 0.0 0.1 -0.1
C 0.5742 -3.9086 -2.1111 -0.2 -0.5 -0.2
N -1.1509 -1.8557 0.1783 0.3 0.4 -0.9
C -1.8580 -0.8769 0.9847 -0.3 0.7 0.0
C -1.9400 -1.5101 2.3726 0.0 0.0 -0.1
C -1.9714 -3.0067 2.0615 0.1 0.1 0.0
C -1.0113 -3.1192 0.8799 0.2 -0.4 0.0
H -0.8589 -2.2402 -4.1963 0.0 0.0 -0.1
H -2.0245 -0.9184 -3.9742 0.0 0.0 0.0
H -2.6172 -3.8314 -4.6210 0.0 0.0 0.0
H -3.3748 -2.3861 -5.2967 0.0 0.0 -0.1
H -4.3293 -3.9043 -3.0605 -0.1 0.0 0.0
H -4.9100 -2.3019 -3.5182 -0.1 0.0 0.0
H -3.4947 -2.8381 -1.1248 -0.1 0.0 0.0
H -3.6677 -1.2336 -1.8790 0.1 -0.2 0.0
H 1.9489 -1.9303 -0.2915 0.1 0.0 0.0
H 2.1557 -1.0943 -1.8401 0.1 -0.1 0.1
H 3.7480 -3.2389 -1.2636 0.0 0.1 0.0
H 3.0403 -3.1119 -2.8831 0.1 0.0 -0.1
H 1.8577 -4.6357 -0.5208 0.0 0.0 0.0
H 2.2572 -5.3052 -2.1134 0.0 -0.1 0.0
H -0.2834 -4.4102 -1.6640 0.0 -0.1 -0.1
H 0.5210 -4.0537 -3.1974 -0.1 -0.1 0.1
H -2.8553 -0.6812 0.5733 0.1 0.1 0.1
H -1.3076 0.1092 1.0047 -0.4 -0.7 0.2
H -2.8168 -1.1711 2.9212 0.0 0.1 0.0
H -1.0500 -1.2655 2.9552 0.0 0.0 0.0
H -2.9785 -3.3040 1.7641 0.0 0.0 0.0
H -1.6594 -3.6212 2.9043 0.0 0.0 0.0
H -1.2549 -3.9558 0.2259 0.0 -0.1 0.0
H 0.0193 -3.2459 1.2376 0.0 -0.1 0.0
C 4.8460 4.4204 0.3565 0.3 0.0 -0.2
N 3.4263 4.3122 0.5935 0.0 0.0 -0.2
C 2.8642 3.9312 1.8698 -0.3 -0.1 0.3
C 1.5043 3.3795 1.4364 0.6 0.4 0.4
O 0.7036 2.7515 2.1191 0.0 -0.1 -0.1
N 1.3548 3.6215 0.1206 -0.7 -0.3 -0.4
C 2.5240 4.0409 -0.3620 0.1 0.2 0.3
N 2.7325 4.2096 -1.6681 0.0 0.1 0.0
H 5.3501 4.5611 1.3102 0.0 0.1 -0.1
H 5.0565 5.2745 -0.2892 0.0 0.0 0.1
H 5.2111 3.5035 -0.1205 0.0 0.1 0.1
H 2.7408 4.7915 2.5345 0.0 -0.1 0.0
H 3.4611 3.1646 2.3683 -0.1 0.0 0.0
H 2.0053 3.7977 -2.2385 0.2 0.0 0.0
H 3.6747 4.0630 -2.0015 -0.1 0.0 0.0
```
Forces are in eV/Å.